Density functional theory data (ωB97M-V/def2-TZVPD) for a 13-piece molecular cluster, C29H47N5O34 overall in a non-equilibrium geometry.

```
115
Properties=species:S:1:pos:R:3
C 16.10 8.83 12.71
C 16.55 9.79 13.86
O 17.39 10.68 13.14
C 16.98 10.76 11.85
O 17.19 11.64 11.09
O 16.11 9.70 11.60
H 15.12 8.33 12.72
H 16.91 8.10 12.60
H 17.06 9.40 14.71
H 15.69 10.35 14.22
C 17.77 13.92 8.46
C 18.35 15.23 8.94
O 17.51 16.20 8.33
C 16.43 15.64 7.81
O 15.50 16.27 7.40
O 16.59 14.28 7.69
H 17.59 13.23 9.27
H 18.37 13.28 7.75
H 19.35 15.36 8.44
H 18.33 15.41 10.03
C 20.72 15.96 15.04
C 20.95 14.69 14.24
O 19.93 14.72 13.27
C 19.51 16.02 13.16
O 18.69 16.36 12.35
O 20.06 16.80 14.06
H 21.57 16.51 15.36
H 20.00 15.88 15.85
H 20.81 13.74 14.85
H 21.94 14.66 13.73
C 10.39 15.53 12.96
C 11.35 14.46 13.45
O 10.60 13.21 13.63
C 9.47 13.39 12.99
O 8.69 12.51 12.74
O 9.30 14.66 12.57
H 10.66 16.02 12.05
H 10.04 16.11 13.80
H 11.76 14.73 14.44
H 12.22 14.26 12.74
C 15.48 16.91 11.73
C 14.10 16.78 12.41
O 14.12 15.41 12.86
C 15.16 14.83 12.22
O 15.45 13.70 12.43
O 15.76 15.56 11.30
H 16.22 17.15 12.42
H 15.33 17.61 10.86
H 13.23 16.88 11.70
H 13.93 17.44 13.18
C 8.99 12.87 9.57
C 7.59 13.54 9.85
O 7.28 14.27 8.64
C 8.42 14.35 7.85
O 8.48 14.90 6.79
O 9.46 13.67 8.44
H 8.87 11.79 9.35
H 9.74 12.99 10.37
H 7.60 14.29 10.64
H 6.85 12.78 10.01
C 11.39 16.85 6.96
C 11.72 15.35 6.75
O 12.20 14.89 8.03
C 11.99 15.88 8.90
O 12.24 15.74 10.08
O 11.40 16.96 8.35
H 10.40 17.21 6.58
H 12.13 17.48 6.51
H 12.42 15.17 5.98
H 10.88 14.76 6.46
C 17.39 13.61 15.17
C 16.11 13.23 15.93
O 15.32 14.45 15.94
C 15.93 15.44 15.37
O 15.42 16.56 15.31
O 17.11 15.04 14.90
H 17.46 13.11 14.20
H 18.30 13.55 15.84
H 16.28 12.80 16.91
H 15.47 12.60 15.32
C 11.99 10.13 13.48
N 13.18 10.27 14.31
O 13.78 11.30 14.06
O 13.54 9.48 15.18
H 12.31 9.80 12.55
H 11.40 11.07 13.51
H 11.36 9.35 13.85
C 15.68 9.10 7.96
N 16.72 9.58 6.99
O 17.41 8.76 6.48
O 16.64 10.78 6.68
H 15.73 8.07 7.94
H 14.70 9.44 7.78
H 16.05 9.52 8.94
C 20.09 8.70 8.66
N 19.13 8.94 9.80
O 19.21 10.02 10.37
O 18.41 8.03 10.12
H 19.79 7.82 8.10
H 21.02 8.51 9.14
H 20.15 9.67 8.03
C 14.13 12.94 9.86
N 13.07 11.90 10.01
O 13.10 10.91 9.31
O 12.19 12.11 10.82
H 13.83 13.84 10.38
H 14.35 13.11 8.80
H 15.04 12.57 10.26
C 15.36 8.87 17.90
N 16.63 9.53 18.16
O 17.55 9.36 17.39
O 16.62 10.39 19.06
H 15.58 7.79 17.82
H 14.99 9.19 16.85
H 14.59 9.07 18.62
```

Frontier orbital gap, eV: 10.161
DFT total energy, eV: -107886.522
Net charge: 0

Löwdin atomic charge list, values in e, 99 entries: -0.110, -0.104, 0.050, -0.549, 0.143, 0.009, 0.133, 0.125, 0.111, 0.078, -0.100, -0.107, 0.062, -0.581, 0.140, 0.043, 0.097, 0.141, 0.144, 0.121, -0.079, -0.128, 0.046, -0.587, 0.142, 0.088, 0.121, 0.131, 0.149, 0.138, -0.057, -0.073, 0.057, -0.623, 0.129, 0.039, 0.114, 0.126, 0.141, 0.132, -0.061, -0.085, 0.030, -0.631, 0.152, 0.081, 0.098, 0.160, 0.118, 0.099, -0.064, -0.097, 0.042, -0.508, 0.136, 0.026, 0.138, 0.103, 0.121, 0.119, -0.103, -0.073, 0.070, -0.528, 0.098, 0.078, 0.146, 0.118, 0.114, 0.100, -0.046, -0.063, 0.085, -0.611, 0.117, 0.042, 0.114, 0.142, 0.125, 0.103, 0.065, -0.400, 0.064, 0.047, 0.081, 0.103, 0.094, 0.063, -0.435, 0.070, 0.048, 0.064, 0.073, 0.111, 0.051, -0.425, 0.068, 0.077, 0.083